[1]
{
  "formula": "C22H33Br2FO14P2S2",
  "method": "ωB97M-V/def2-TZVPD",
  "e_lumo_ev": 0.050,
  "homo_energy_ev": -9.3,
  "charge": 0,
  "energy_ev": -235065.39752,
  "smiles": "Cc1ccc(C[C@@]2(PP(=O)(O)O)[C@@](O)(CC(=O)Br)OC(=O)[C@]2(F)CC(=O)Br)cc1.CCOS(C)(=O)=O.CCOS(C)(=O)=O",
  "gap_ev": 9.321,
  "species": ["C", "C", "C", "C", "C", "C", "C", "P", "P", "O", "O", "O", "C", "O", "C", "C", "O", "Br", "O", "C", "O", "C", "F", "C", "C", "O", "Br", "C", "C", "H", "H", "H", "H", "H", "H", "H", "H", "H", "H", "H", "H", "H", "H", "H", "H", "H", "C", "C", "O", "S", "C", "O", "O", "H", "H", "H", "H", "H", "H", "H", "H", "C", "C", "O", "S", "C", "O", "O", "H", "H", "H", "H", "H", "H", "H", "H"],
  "positions_angstrom": [[-1.3484, 2.5128, 2.5480], [-0.5646, 1.6026, 1.6608], [-1.1639, 0.5808, 0.9314], [-0.4032, -0.2719, 0.1364], [0.9784, -0.1331, 0.0237], [1.7267, -1.1268, -0.8399], [2.5726, -0.5441, -1.9877], [4.3396, 0.0124, -1.6387], [5.5226, -1.6056, -0.7822], [6.1412, -2.3402, -1.8810], [6.6300, -0.9034, 0.1384], [4.7133, -2.5988, 0.1752], [2.6935, -1.6371, -3.0724], [3.4120, -2.7428, -2.7052], [1.3262, -2.1096, -3.6888], [1.4425, -2.5777, -5.1216], [0.7163, -2.1793, -5.9571], [2.7809, -3.8929, -5.5944], [3.3122, -0.9064, -4.1517], [2.5159, 0.2108, -4.2465], [2.2673, 0.7142, -5.2780], [1.9663, 0.6017, -2.8254], [0.5891, 0.5085, -2.8063], [2.2468, 2.0770, -2.4290], [3.1512, 2.9136, -3.3305], [2.7572, 3.3892, -4.3238], [4.9787, 3.3387, -2.7936], [1.5770, 0.9006, 0.7427], [0.8188, 1.7513, 1.5353], [-2.3778, 2.1911, 2.6582], [-1.3231, 3.5294, 2.1589], [-0.9232, 2.5384, 3.5468], [-2.2336, 0.4616, 1.0100], [-0.9316, -1.0475, -0.4013], [1.0021, -1.8506, -1.2022], [2.4003, -1.6817, -0.1897], [4.1965, 0.9085, -0.5616], [7.1913, -0.3990, -0.4679], [4.2744, -2.1196, 0.8937], [2.9365, -3.2126, -2.0132], [0.5177, -1.3908, -3.6274], [0.9997, -2.9849, -3.1261], [1.2929, 2.5859, -2.4821], [2.5846, 2.1658, -1.4036], [2.6459, 1.0441, 0.7014], [1.2920, 2.5543, 2.0838], [-2.2130, -2.6564, 6.7483], [-2.9023, -1.3793, 7.1845], [-1.9655, -0.3695, 7.6183], [-1.1875, 0.4458, 6.4995], [-0.5781, 1.7255, 7.5418], [-2.1404, 0.9861, 5.5780], [-0.0885, -0.3341, 6.0236], [-1.6406, -2.5050, 5.8340], [-2.9535, -3.4346, 6.5630], [-1.5205, -3.0000, 7.5163], [-3.5369, -0.9771, 6.3937], [-3.5375, -1.5706, 8.0468], [-1.4197, 2.2874, 7.9364], [0.0536, 2.3651, 6.9295], [0.0037, 1.2764, 8.3420], [-6.4848, -0.1088, -2.5692], [-5.6448, 0.2998, -3.7629], [-4.5101, 1.1072, -3.3862], [-3.2475, 0.3651, -2.7675], [-2.1062, 1.6919, -2.9068], [-2.8638, -0.6986, -3.6448], [-3.4952, 0.0984, -1.3829], [-5.9465, -0.8037, -1.9259], [-7.4005, -0.5947, -2.9065], [-6.7449, 0.7617, -1.9674], [-5.3069, -0.5685, -4.3301], [-6.2290, 0.9225, -4.4374], [-1.9535, 1.9221, -3.9581], [-1.1808, 1.3566, -2.4544], [-2.4999, 2.5523, -2.3711]],
  "atomic_forces_ev_per_a": [[0.0, 0.1, 0.1], [0.4, -0.3, -0.3], [0.3, 0.2, 0.2], [-0.2, 0.3, 0.1], [-0.6, 0.0, 0.0], [0.3, 0.9, 0.7], [-0.4, -0.6, 0.5], [0.4, 0.4, -0.3], [0.4, -1.1, -0.9], [0.0, 0.0, -0.1], [-0.7, 0.4, 0.2], [-0.1, 0.7, 0.5], [-1.2, 0.0, -0.9], [0.9, 0.5, -0.2], [0.5, -0.9, 0.9], [0.0, 0.4, 0.0], [-0.4, 0.1, -0.6], [0.0, -0.1, 0.2], [-0.2, -0.2, 0.3], [0.2, -0.4, 0.3], [-0.2, 0.7, -0.6], [0.9, 0.3, 0.0], [-0.1, -0.3, -0.3], [0.7, 0.0, 0.3], [-0.2, -0.3, 0.1], [-0.2, 0.5, -0.8], [0.0, -0.1, 0.3], [-0.1, 0.0, 0.1], [-0.2, -0.1, 0.0], [-0.2, 0.0, -0.1], [-0.1, 0.1, 0.0], [0.1, 0.0, 0.1], [-0.1, -0.2, -0.2], [0.1, -0.1, -0.1], [-0.1, 0.0, -0.2], [0.1, -0.2, 0.0], [-0.2, -0.4, 0.2], [0.3, 0.0, 0.2], [0.1, -0.2, 0.1], [0.0, -0.1, 0.1], [0.1, 0.1, -0.3], [-0.1, -0.1, 0.1], [-0.2, 0.1, -0.1], [0.0, -0.2, 0.2], [0.1, 0.0, 0.1], [0.2, 0.0, 0.0], [0.2, 0.1, -0.1], [-0.3, -0.5, -0.2], [0.0, 0.1, 0.1], [0.0, 0.0, 0.4], [0.0, 0.0, 0.1], [0.0, 0.0, -0.2], [0.0, 0.0, -0.2], [0.0, 0.0, 0.0], [0.0, 0.0, 0.0], [-0.1, 0.0, 0.0], [0.1, 0.1, 0.0], [0.1, 0.2, 0.1], [0.0, 0.0, 0.0], [0.0, 0.0, 0.0], [0.0, 0.0, 0.0], [0.2, 0.0, 0.2], [-0.5, -0.3, -0.1], [0.1, 0.1, 0.0], [-0.1, 0.5, -0.2], [-0.1, 0.2, 0.0], [0.0, -0.2, 0.1], [0.1, -0.2, 0.1], [0.0, 0.0, 0.0], [0.0, 0.0, -0.1], [-0.1, 0.0, 0.0], [0.1, 0.0, 0.0], [0.2, 0.2, 0.0], [0.0, 0.0, 0.0], [-0.1, 0.0, 0.1], [-0.1, 0.0, 0.0]]
}

---

[2]
{
  "formula": "C9H18BrNOZr",
  "method": "ωB97M-V/def2-TZVPD",
  "e_lumo_ev": -10.652,
  "homo_energy_ev": -14.6,
  "de_lowest_kcal_mol": 204.0,
  "charge": 2,
  "energy_ev": -84456.07037,
  "gap_ev": 3.979,
  "species": ["Zr", "C", "C", "C", "C", "C", "C", "N", "O", "C", "C", "C", "H", "H", "H", "H", "H", "H", "H", "H", "H", "H", "H", "H", "H", "H", "H", "H", "H", "H", "Br"],
  "positions_angstrom": [[-6.0650, -2.2210, -0.7928], [-0.5465, 0.1767, -2.6139], [0.2908, -0.2640, -1.3379], [1.3773, 0.9056, -1.3891], [2.1093, 1.0754, -0.0670], [1.1115, 1.3265, 1.0778], [-0.0290, 0.2244, 1.2144], [-0.6848, -0.0443, -0.1560], [-1.6096, -1.1113, -0.0458], [-1.0507, 1.0768, 2.1203], [0.6673, -0.9431, 1.9224], [0.8187, -1.6901, -1.5967], [-0.0250, -0.0236, -3.5499], [-0.7527, 1.2432, -2.7037], [-1.5293, -0.2508, -2.8126], [0.9878, 1.8547, -1.7572], [2.0835, 0.5315, -2.1303], [2.7647, 1.9442, -0.1288], [2.8204, 0.2855, 0.1750], [0.7200, 2.3391, 0.9808], [1.7096, 1.3816, 1.9874], [-1.3650, 1.9733, 1.5858], [-0.5715, 1.3821, 3.0505], [-1.9110, 0.4640, 2.3892], [-0.0114, -1.5765, 2.4936], [1.3531, -0.5642, 2.6802], [1.2979, -1.5384, 1.2621], [0.1225, -2.4837, -1.3254], [1.7132, -1.9138, -1.0154], [1.1056, -1.8587, -2.6346], [-6.9018, -1.7012, 3.1174]],
  "atomic_forces_ev_per_a": [[-0.7, 0.2, 2.0], [-0.8, 0.1, -0.9], [-1.4, 3.4, -3.4], [0.6, -1.7, 1.1], [-0.1, 0.5, 0.3], [0.6, -0.1, -1.4], [0.4, 4.9, 1.8], [-1.3, -10.1, 2.2], [4.7, 7.1, -0.9], [-0.1, -1.6, -0.5], [-0.7, -1.2, 0.0], [0.1, -0.7, 1.3], [0.6, -0.3, 0.3], [0.2, 0.1, 0.7], [0.0, -0.7, 0.7], [-0.3, -0.2, 0.2], [0.0, 0.1, -0.2], [-0.1, 0.2, -0.1], [-0.3, -0.5, -0.1], [-0.4, -0.1, -0.3], [-0.5, -0.4, 0.3], [0.0, -0.2, 0.0], [0.2, -0.1, -0.2], [-0.1, 0.1, 0.0], [-0.2, -0.2, -0.4], [-0.2, 0.5, -0.2], [-0.3, -0.1, -0.1], [-0.3, 0.3, -0.1], [0.1, 0.3, 0.2], [-0.3, 0.6, 0.0], [0.5, -0.2, -2.1]]
}

---

[3]
{
  "formula": "C6H10N2O2",
  "method": "ωB97M-V/def2-TZVPD",
  "e_lumo_ev": 0.827,
  "homo_energy_ev": -8.6,
  "de_lowest_kcal_mol": 38.9,
  "charge": 0,
  "energy_ev": -13458.25376,
  "smiles": "CN1C(=O)N[C@H](O)C12CC2",
  "gap_ev": 9.476,
  "species": ["C", "N", "C", "O", "N", "C", "O", "C", "C", "C", "H", "H", "H", "H", "H", "H", "H", "H", "H", "H"],
  "positions_angstrom": [[0.3971, 2.1555, -0.3712], [0.6407, 0.6890, -0.2528], [1.9134, 0.1852, 0.0821], [2.9836, 0.7539, -0.0752], [1.6446, -1.0613, 0.6182], [0.3091, -1.6085, 0.3495], [0.1336, -2.4188, -0.7638], [-0.4064, -0.1516, 0.0417], [-1.6271, 0.1931, 0.8926], [-1.7555, -0.1197, -0.5827], [-0.2317, 2.2619, 0.5440], [1.3842, 2.5691, -0.5347], [-0.3312, 2.3584, -1.1285], [2.4674, -1.5923, 0.8619], [-0.1314, -2.1200, 1.1573], [0.6742, -2.0852, -1.4718], [-1.8624, 1.1178, 1.3311], [-1.8887, -0.7068, 1.4184], [-2.2235, -1.0476, -0.8602], [-2.0900, 0.6280, -1.2560]],
  "atomic_forces_ev_per_a": [[-0.8, -2.7, 1.4], [2.1, 1.9, -1.4], [-1.6, 0.9, -0.4], [-1.0, -0.7, 0.4], [0.6, -1.1, -0.1], [0.0, 4.0, -1.6], [0.4, -1.0, 0.4], [-0.7, -2.5, 1.5], [0.6, -2.0, -0.8], [-0.1, -0.4, 0.1], [1.2, 1.4, -0.1], [-0.3, 0.8, 0.5], [0.1, 0.1, -1.1], [-0.3, -0.4, -0.1], [-0.3, -0.5, 1.1], [0.3, 0.3, -0.6], [-0.2, 1.0, 0.3], [-0.3, 0.2, 0.9], [0.1, -0.4, 0.1], [0.3, 1.0, -0.4]]
}